--- A ---
Entry from the Open Molecules 2025 dataset: a gas-phase ion, C4H11N5 (charge +2) (ωB97M-V/def2-TZVPD).

CARTESIAN COORDINATES (ANGSTROEM)
H  3.998  -1.627  1.545
N  3.168  -1.509  0.922
C  2.632  -0.400  0.297
N  2.732  0.955  -0.171
C  1.461  0.221  -0.386
C  0.353  0.884  0.571
N  -0.913  0.575  0.685
N  -1.784  -0.014  0.014
C  -1.687  -0.957  -1.109
N  -3.125  0.238  0.661
H  2.692  1.757  0.428
H  3.389  1.132  -0.943
H  1.309  0.021  -1.470
H  0.864  1.516  1.240
H  -0.961  -1.756  -1.200
H  -2.630  -1.461  -1.427
H  -1.508  -0.286  -1.910
H  -2.717  0.817  1.355
H  -3.537  -0.653  0.985
H  -3.737  0.547  -0.088

HOMO energy, eV: -17.3
Net charge: +2

In the natural (NBO) picture, each atom carries the following charge in e: 0.441 -0.454 0.394 -0.567 -0.151 -0.005 -0.193 -0.017 -0.507 -0.511 0.450 0.475 0.276 0.207 0.270 0.270 0.235 0.478 0.452 0.458

---

--- B ---
Entry from the Open Molecules 2025 dataset: 2 unconnected molecules or ions with the total composition C4H11N5 (ωB97M-V/def2-TZVPD).

CARTESIAN COORDINATES (ANGSTROEM)
C  -2.311  0.081  -0.330
C  -0.929  -0.156  -0.487
C  -0.434  -1.426  -0.372
C  1.656  0.772  1.452
N  0.002  -2.497  -0.020
N  -0.012  0.919  -0.767
N  2.606  0.592  -0.640
N  -3.303  -0.695  -0.097
N  1.646  0.305  0.099
H  -2.484  1.093  -0.113
H  2.129  -0.041  2.048
H  2.351  1.682  1.530
H  0.611  0.731  1.622
H  0.394  -3.347  0.436
H  0.324  0.820  -1.784
H  -0.421  1.765  -0.416
H  3.195  1.362  -0.501
H  2.617  0.172  -1.619
H  -4.246  -0.397  0.095
H  -3.391  -1.734  -0.134

HOMO energy, eV: -16.9
Net charge: +2

In the natural (NBO) picture, each atom carries the following charge in e: 0.230 -0.223 0.591 -0.470 -0.477 -0.647 -0.412 -0.651 0.018 0.231 0.282 0.230 0.236 0.522 0.420 0.425 0.391 0.411 0.451 0.442

---

Quick one: most stable of them? B

---

--- A ---
Entry from the Open Molecules 2025 dataset: C8H10N2OS in the gas phase (ωB97M-V/def2-TZVPD).

CARTESIAN COORDINATES (ANGSTROEM)
O  2.290  -0.084  0.147
C  2.564  -1.146  0.956
N  1.706  -2.237  0.592
N  0.410  -1.860  0.390
C  0.104  -1.105  -0.669
S  0.687  -1.601  -2.180
C  -0.820  0.034  -0.407
C  -1.738  0.424  -1.392
C  -2.626  1.419  -1.161
C  -2.420  2.286  -0.065
C  -1.294  2.111  0.714
C  -0.594  0.959  0.552
H  2.850  -0.227  -0.709
H  2.431  -0.901  2.141
H  3.667  -1.449  0.927
H  2.137  -2.967  0.084
H  0.004  -1.541  1.326
H  -2.088  -0.319  -2.133
H  -3.423  1.628  -1.912
H  -3.092  3.116  0.080
H  -1.153  2.687  1.635
H  0.398  0.772  1.085

HOMO energy, eV: -8.2

In the natural (NBO) picture, each atom carries the following charge in e: -0.719 0.078 -0.509 -0.428 0.187 -0.200 -0.176 -0.147 -0.219 -0.173 -0.234 -0.169 0.498 0.151 0.180 0.393 0.377 0.229 0.220 0.214 0.223 0.225

---

--- B ---
Entry from the Open Molecules 2025 dataset: a molecular structure, C8H10N2OS (ωB97M-V/def2-TZVPD).

CARTESIAN COORDINATES (ANGSTROEM)
C  1.242  1.954  -0.667
C  2.019  0.834  -0.164
C  -0.059  2.073  -0.771
C  1.558  -0.259  0.388
C  -1.344  1.278  -0.658
C  -1.339  -0.064  -0.563
C  0.454  -2.220  -0.030
C  0.721  -1.424  2.229
N  1.096  -1.367  0.876
N  -2.486  2.018  -0.941
O  -1.951  -2.316  -1.785
S  -1.711  -1.622  -0.485
H  1.766  2.779  -0.988
H  3.196  0.868  -0.422
H  -0.299  3.011  -1.404
H  0.663  -1.998  -1.034
H  0.543  -3.328  0.112
H  1.501  -2.061  2.680
H  0.782  -0.423  2.728
H  -0.273  -1.929  2.393
H  -3.326  1.351  -1.096
H  -2.752  2.841  -0.398

HOMO energy, eV: -6.8

In the natural (NBO) picture, each atom carries the following charge in e: -0.233 -0.298 -0.163 0.338 0.129 -0.595 -0.433 -0.415 -0.330 -0.824 -0.950 1.224 0.216 0.237 0.208 0.210 0.210 0.215 0.232 0.241 0.394 0.388

---

Quick one: most stable of them? A

---

--- A ---
Entry from the Open Molecules 2025 dataset: 2 unconnected molecules or ions with the total composition CH4FOPS (ωB97M-V/def2-TZVPD).

CARTESIAN COORDINATES (ANGSTROEM)
C  -0.358  -0.229  1.209
O  -0.565  0.567  -1.248
F  -1.437  -1.682  -0.662
P  -0.068  -0.804  -0.506
S  0.203  -1.745  -4.014
H  -0.766  -1.091  1.813
H  0.733  0.016  1.527
H  -0.841  0.808  1.491
H  -1.114  0.476  -2.013

HOMO energy (alpha / beta), eV: -9.4 / -9.4

In the natural (NBO) picture, each atom carries the following charge in e: -1.050 -1.016 -0.598 1.416 -0.011 0.253 0.231 0.263 0.512

---

--- B ---
Entry from the Open Molecules 2025 dataset: a molecular structure, CH4FOPS (ωB97M-V/def2-TZVPD).

CARTESIAN COORDINATES (ANGSTROEM)
C  0.923  -0.454  0.631
O  -0.272  0.499  -1.641
F  -0.710  1.877  0.758
P  -0.650  -0.041  -0.182
S  -2.296  -0.940  0.327
H  1.918  -0.122  0.088
H  0.980  0.105  1.596
H  1.084  -1.442  0.668
H  -0.977  0.517  -2.246

HOMO energy, eV: -10.2

In the natural (NBO) picture, each atom carries the following charge in e: -1.008 -0.942 -0.669 1.694 -0.415 0.275 0.302 0.244 0.519

---

Quick one: most stable of them? B

---

--- A ---
Entry from the Open Molecules 2025 dataset: a gas-phase ion, CH6NOS (charge +1) (ωB97M-V/def2-TZVPD).

CARTESIAN COORDINATES (ANGSTROEM)
N  -0.397  0.448  -1.054
C  -0.032  0.077  0.422
O  -1.027  -0.815  0.729
S  1.649  -0.625  0.351
H  -0.700  -0.554  -1.423
H  0.291  0.858  -1.720
H  -1.224  0.969  -0.989
H  -0.093  0.966  1.031
H  -0.800  -1.520  1.317
H  2.334  0.197  1.336

HOMO energy, eV: -14.7
Net charge: +1

In the natural (NBO) picture, each atom carries the following charge in e: -0.721 0.128 -0.713 -0.033 0.469 0.469 0.439 0.219 0.530 0.212

---

--- B ---
Entry from the Open Molecules 2025 dataset: a gas-phase ion, CH6NOS (charge +1) (ωB97M-V/def2-TZVPD).

CARTESIAN COORDINATES (ANGSTROEM)
N  -0.877  0.200  -0.312
C  -0.180  -1.003  0.333
S  1.654  -0.562  0.049
O  1.386  1.077  0.147
H  -1.658  0.450  0.318
H  -1.323  0.151  -1.260
H  -0.130  0.900  -0.180
H  -0.381  -1.913  -0.230
H  -0.514  -0.926  1.507
H  2.022  1.626  -0.373

HOMO energy, eV: -13.8
Net charge: +1

In the natural (NBO) picture, each atom carries the following charge in e: -0.726 -0.378 0.560 -0.884 0.439 0.458 0.460 0.265 0.262 0.545

---

Quick one: most stable of them? A

---

--- A ---
Entry from the Open Molecules 2025 dataset: HNO3P2 in the gas phase (ωB97M-V/def2-TZVPD).

CARTESIAN COORDINATES (ANGSTROEM)
N  4.048  0.825  0.304
O  4.814  0.083  -0.260
O  1.096  0.974  0.475
O  2.199  -1.005  -0.746
P  2.476  0.001  0.230
P  -0.487  0.940  0.193
H  -0.675  0.011  -0.693

HOMO energy (alpha / beta), eV: -9.6 / -8.5

In the natural (NBO) picture, each atom carries the following charge in e: -0.165 -0.217 -1.077 -0.996 1.876 0.706 -0.127

---

--- B ---
Entry from the Open Molecules 2025 dataset: HNO3P2 in the gas phase (ωB97M-V/def2-TZVPD).

CARTESIAN COORDINATES (ANGSTROEM)
N  -0.930  0.803  1.002
O  -1.842  1.355  0.666
O  0.135  -1.625  0.737
O  -1.383  -0.488  -1.069
P  -0.129  -0.579  -0.240
P  1.509  0.643  -0.882
H  2.639  -0.109  -0.214

HOMO energy (alpha / beta), eV: -10.2 / -10.4

In the natural (NBO) picture, each atom carries the following charge in e: 0.201 -0.027 -1.033 -1.040 1.809 0.081 0.008

---

Quick one: most stable of them? B

---

--- A ---
Entry from the Open Molecules 2025 dataset: 2 unconnected molecules or ions with the total composition C4H9BrN (ωB97M-V/def2-TZVPD).

CARTESIAN COORDINATES (ANGSTROEM)
C  0.777  1.517  0.022
C  0.486  1.126  1.407
C  0.711  -2.170  0.070
C  0.181  -1.004  0.115
N  0.930  0.124  0.519
Br  -3.941  0.314  -2.671
H  0.172  1.606  -0.779
H  1.618  2.310  -0.036
H  1.219  1.344  2.167
H  -0.593  1.124  1.788
H  0.097  -2.957  -0.325
H  -4.958  0.273  -1.834
H  1.748  -2.177  0.351
H  -0.874  -0.779  -0.131
H  1.897  -0.259  0.518

HOMO energy, eV: -13.6
Net charge: +1

In the natural (NBO) picture, each atom carries the following charge in e: -0.215 -0.220 -0.329 -0.055 -0.375 -0.184 0.243 0.270 0.255 0.268 0.264 0.185 0.205 0.236 0.451

---

--- B ---
Entry from the Open Molecules 2025 dataset: 2 unconnected molecules or ions with the total composition C4H9BrN (ωB97M-V/def2-TZVPD).

CARTESIAN COORDINATES (ANGSTROEM)
C  -1.746  0.311  0.699
C  -1.351  -1.067  1.245
C  1.966  0.867  -1.373
C  1.297  -0.381  -1.105
N  -0.439  0.000  1.165
Br  -0.105  -1.103  -1.970
H  -1.788  0.512  -0.429
H  -2.348  1.123  1.142
H  -1.912  -1.416  2.238
H  -1.375  -1.901  0.556
H  1.836  1.369  -0.509
H  3.072  0.671  -1.416
H  1.607  1.446  -2.301
H  1.385  -0.759  -0.078
H  -0.097  0.327  2.133

HOMO energy (alpha / beta), eV: -13.6 / -13.6
Net charge: +1

In the natural (NBO) picture, each atom carries the following charge in e: -0.256 -0.259 -0.747 0.082 -0.636 0.415 0.177 0.236 0.232 0.203 0.293 0.317 0.274 0.264 0.406

---

Quick one: most stable of them? A